No. 1
14
Properties=species:S:1:pos:R:3:forces:R:3 method="wB97M-V/def2-TZVPD" e_above_lowest_kcal_mol=57.4 gap_ev=9.493
C -1.48780 1.15245 -0.65567 -0.009 0.046 -0.338
C -0.58041 -1.08554 0.24930 0.547 0.232 -0.226
C 1.26372 -0.36385 1.18005 0.647 0.865 -1.549
C -0.48702 0.23829 -0.04800 -0.263 -0.358 0.575
C 2.39679 0.42689 0.15480 1.211 -1.657 0.620
O 0.53862 -1.49661 0.91724 -0.405 0.056 0.092
O -1.55239 -1.96629 0.02350 0.197 0.021 0.094
N 0.67263 0.66788 0.57935 -0.950 0.115 0.438
O 2.80098 -0.06735 -0.85724 -0.737 0.524 0.403
H -1.21319 -2.86482 0.14066 -0.017 0.082 0.010
H 2.88808 1.19112 0.76316 -0.309 0.134 -0.179
H -1.96668 1.77916 0.10246 0.092 -0.071 -0.053
H -1.00615 1.80961 -1.38579 -0.111 -0.067 0.075
H -2.26719 0.57907 -1.16381 0.105 0.077 0.038

=====

No. 2
146
Properties=species:S:1:pos:R:3:forces:R:3 method="wB97M-V/def2-TZVPD" total_charge=+1 gap_ev=8.584
C 6.52933 -5.83342 2.70262 -0.154 0.157 -0.367
C 5.17381 -6.30594 1.98358 0.360 -0.169 1.863
O 4.45352 -5.13896 1.51473 0.595 -0.222 -1.480
C 4.67496 -4.90564 0.10245 -0.306 -0.556 -0.359
C 3.97050 -3.52317 -0.39076 1.377 -0.938 0.534
O 2.99345 -3.16417 0.61825 -0.942 1.007 -1.732
C 2.17641 -2.05705 0.20623 1.119 0.115 0.039
N 1.17116 -1.84400 1.34577 -0.632 1.678 -0.410
C -0.15294 -2.53244 1.07345 -2.142 -2.636 0.089
C -0.03126 -4.14014 1.12696 0.362 -2.869 -0.035
C 0.46555 -4.91017 -0.14457 -0.979 -1.473 3.396
C 0.63302 -6.44773 -0.11505 -1.405 2.893 3.411
C 0.28908 -7.18303 1.22296 0.139 1.989 -0.471
C 0.52271 -8.78038 1.22795 -0.028 1.057 0.183
C -0.24861 -6.43118 2.48275 0.903 2.305 -2.921
C -0.41413 -4.89518 2.44503 1.485 -1.444 -3.670
P 2.00531 -2.51467 2.83470 0.530 -3.454 3.082
O 0.92306 -2.31799 4.18467 1.815 0.979 -1.724
Cl 3.72191 -1.37516 3.30039 -1.237 0.486 -0.469
H 6.84826 -6.57116 3.52124 -0.276 0.945 -1.479
H 6.36889 -4.82224 3.22256 -0.002 -1.497 -0.800
H 7.34346 -5.67480 1.91693 -0.897 -0.381 1.329
H 4.51893 -6.78240 2.80604 0.788 0.738 -1.429
H 5.34416 -7.09805 1.17733 -0.198 1.213 0.897
H 5.79220 -4.87604 -0.15780 -1.482 0.123 0.400
H 4.22856 -5.81687 -0.45637 0.555 1.540 0.607
H 4.77034 -2.69571 -0.43563 -1.275 -1.129 -0.144
H 3.49955 -3.73271 -1.40954 0.475 0.561 1.318
H 2.83183 -1.12116 0.17430 -1.028 -1.056 -0.263
H 1.57872 -2.23775 -0.74731 0.872 0.282 1.182
H 0.96547 -0.83466 1.45814 0.136 -0.344 -0.465
H -0.94060 -2.26143 1.86624 1.526 -0.029 -1.019
H -0.59058 -2.21438 0.05953 1.151 -0.196 1.551
H 0.68430 -4.26879 -1.06195 -0.306 -1.256 1.237
H 1.00107 -6.97723 -1.05267 -0.603 0.616 1.623
H 1.08428 -9.12593 2.17558 -1.047 0.636 -1.470
H 1.15971 -9.08051 0.31718 -1.155 0.487 1.398
H -0.51123 -9.25928 1.18087 1.513 0.385 0.060
H -0.49978 -6.96578 3.45858 0.448 0.627 -1.725
H -0.78242 -4.24605 3.31238 0.578 -1.373 -1.257
H 1.53570 -2.43365 4.95705 -0.773 0.190 -0.615
O -0.93050 0.09039 -0.49936 0.060 -0.235 -0.434
S -2.15775 0.29274 -1.23329 -1.112 1.358 -0.198
O -2.47545 -0.47574 -2.40643 0.735 0.212 0.610
O -2.31174 1.86568 -1.57909 -0.209 -1.255 0.774
C -1.25651 2.51608 -2.29448 0.811 0.492 -0.868
C -1.25319 2.13277 -3.76290 -0.062 -0.313 -0.090
C -3.51907 0.17541 -0.10748 0.065 0.096 0.036
H -0.28924 2.30541 -1.82853 -0.161 -0.103 0.108
H -1.42999 3.59120 -2.20662 -0.250 -0.207 0.262
H -1.01191 1.07601 -3.89428 0.025 0.076 -0.004
H -0.51269 2.71650 -4.31340 -0.077 0.055 0.118
H -2.23824 2.29679 -4.20590 0.106 0.099 0.048
H -3.30612 0.78177 0.77196 0.005 -0.005 -0.096
H -3.62647 -0.87283 0.17549 0.072 0.031 -0.102
H -4.42296 0.51782 -0.61059 0.116 -0.023 -0.022
O -4.73280 5.51076 -3.15920 0.207 0.189 0.693
S -5.25061 6.15783 -1.98089 -0.681 0.119 0.069
O -4.45963 7.08195 -1.21314 0.025 -0.543 -0.459
O -5.84750 5.02997 -0.98433 -0.152 0.530 -0.496
C -4.98885 3.96883 -0.57421 0.675 -0.496 0.332
C -3.97572 4.43514 0.45597 0.188 0.229 -0.006
C -6.78667 6.93908 -2.38501 -0.090 -0.161 0.057
H -4.49377 3.51676 -1.43917 -0.079 0.158 -0.053
H -5.62380 3.19941 -0.12716 -0.238 0.251 -0.173
H -3.27697 5.15400 0.02380 -0.044 -0.063 0.029
H -3.39510 3.59237 0.83909 -0.098 -0.033 -0.031
H -4.47600 4.93255 1.29019 0.016 -0.110 -0.051
H -7.40969 6.23558 -2.93574 0.039 0.046 0.053
H -6.56386 7.80811 -3.00474 0.130 -0.114 0.053
H -7.27420 7.25639 -1.46373 0.093 -0.056 -0.048
O 9.76026 -5.42484 3.06277 0.625 -0.127 0.157
S 11.05685 -4.94525 3.46865 0.152 0.445 0.550
O 12.26170 -5.67563 3.18161 -0.708 0.071 -0.022
O 11.01809 -4.59970 5.04742 0.041 0.419 -1.055
C 10.61885 -5.62209 5.96184 -0.081 -0.937 0.744
C 11.71143 -6.65810 6.15343 0.170 -0.138 -0.277
C 11.26007 -3.28680 2.88184 -0.042 0.070 0.109
H 9.68440 -6.08890 5.63606 0.074 0.139 -0.174
H 10.41894 -5.13367 6.91859 0.060 0.295 -0.294
H 11.88957 -7.21791 5.23317 -0.047 0.015 0.070
H 11.43544 -7.37220 6.93210 -0.026 0.142 0.017
H 12.65403 -6.17788 6.42726 -0.124 -0.021 0.117
H 10.36759 -2.71216 3.12503 0.074 -0.073 0.037
H 11.39506 -3.33226 1.80080 -0.009 -0.142 0.099
H 12.14443 -2.85337 3.34773 -0.080 -0.073 -0.019
O 12.25656 -2.29639 7.95180 0.407 -0.487 0.309
S 13.55776 -2.91446 7.95250 0.617 0.408 -0.168
O 13.77049 -4.24201 8.46404 -0.482 0.498 -0.104
O 14.61611 -1.91026 8.64969 -0.375 -0.444 -0.861
C 14.34508 -1.44712 9.97367 -0.163 0.126 1.057
C 14.59564 -2.52750 11.01000 -0.101 -0.298 -0.016
C 14.22263 -2.83940 6.31320 0.108 0.088 0.003
H 13.32401 -1.06061 10.04407 0.034 -0.095 -0.180
H 15.02060 -0.60893 10.16040 -0.005 -0.094 -0.381
H 13.88925 -3.35221 10.89836 0.035 0.076 0.024
H 14.48684 -2.12737 12.02037 0.043 0.079 -0.101
H 15.59929 -2.94425 10.89710 -0.051 0.113 0.037
H 14.10049 -1.82863 5.92652 0.016 -0.053 0.097
H 13.66624 -3.54776 5.69759 -0.054 -0.009 0.173
H 15.27426 -3.12253 6.34555 -0.098 0.023 0.048
O -10.31296 6.53013 -3.85563 -0.316 0.534 -0.213
S -11.64935 7.05280 -3.98447 -0.588 -0.081 0.622
O -12.01411 7.95100 -5.04684 0.535 -0.327 0.261
O -12.09749 7.70289 -2.57388 -0.041 -0.794 -0.706
C -11.27502 8.72174 -2.00140 0.496 0.950 0.247
C -11.42909 10.04523 -2.72907 0.021 -0.004 -0.314
C -12.79250 5.70097 -3.98219 -0.047 0.020 0.118
H -10.22857 8.40273 -1.97807 -0.111 -0.136 -0.112
H -11.59798 8.84380 -0.96473 -0.150 -0.335 -0.153
H -11.04889 9.98079 -3.75035 0.014 0.058 0.087
H -10.87759 10.83579 -2.21585 -0.051 -0.096 0.044
H -12.48224 10.32876 -2.79380 0.089 -0.011 0.099
H -12.54849 5.03102 -3.15916 0.005 0.100 -0.043
H -12.69058 5.17947 -4.93435 0.095 0.138 0.042
H -13.80357 6.09419 -3.88133 0.116 0.021 -0.004
O -10.93399 12.46993 -8.43351 0.441 -0.028 0.623
S -10.29672 11.62055 -7.46102 0.118 -0.616 -0.268
O -10.12820 12.02748 -6.09094 -0.139 0.166 -0.577
O -8.86469 11.14059 -8.04256 -0.825 -0.216 0.219
C -7.92647 12.13761 -8.44787 0.647 0.747 -0.070
C -7.28160 12.82119 -7.25579 -0.143 0.131 0.248
C -11.08860 10.03764 -7.47790 0.161 -0.050 -0.069
H -8.40211 12.86565 -9.11165 -0.132 -0.120 0.090
H -7.15399 11.62807 -9.02894 -0.301 -0.226 0.049
H -8.01364 13.40070 -6.69027 0.057 -0.026 -0.063
H -6.49272 13.50319 -7.58062 -0.026 -0.106 -0.070
H -6.85610 12.08268 -6.57195 0.026 0.036 -0.116
H -11.18937 9.70156 -8.50884 0.053 0.082 0.062
H -12.07252 10.15389 -7.02295 0.130 0.098 0.013
H -10.49160 9.33803 -6.89408 -0.079 0.088 -0.016
O -3.83305 -5.03776 -1.25444 -0.260 -0.064 -0.549
S -3.83726 -4.76671 -2.66967 0.505 0.011 -0.484
O -5.05411 -4.74195 -3.43485 0.359 -0.122 0.646
O -2.78328 -5.75637 -3.39632 -0.158 0.880 0.338
C -2.93394 -7.16497 -3.21215 -0.326 -1.007 0.007
C -4.09791 -7.71619 -4.01535 -0.283 0.115 -0.012
C -2.96485 -3.25438 -2.96186 -0.023 -0.270 -0.058
H -3.03776 -7.40463 -2.14957 -0.012 0.205 -0.024
H -2.00798 -7.63060 -3.55874 0.048 0.374 0.025
H -5.04931 -7.32633 -3.64889 0.076 -0.050 -0.007
H -4.13362 -8.80565 -3.94751 0.113 0.066 0.007
H -4.01293 -7.42639 -5.06536 0.063 -0.078 0.083
H -2.02334 -3.27614 -2.41518 -0.081 -0.039 -0.043
H -3.58847 -2.43775 -2.60242 -0.020 -0.230 -0.053
H -2.79400 -3.14583 -4.03239 -0.038 -0.018 0.096

=====

No. 3
50
Properties=species:S:1:pos:R:3:forces:R:3 method="wB97M-V/def2-TZVPD" spin_multiplicity=2 e_above_lowest_kcal_mol=20.6 s2=0.757 gap_ev="11.098 / 3.006"
C -20.33658 12.80565 6.26196 -1.834 -0.928 0.993
F -20.83424 12.97326 7.49163 0.957 -0.932 -1.198
F -20.10835 11.55201 5.85921 -0.287 1.209 1.217
F -21.15823 13.33261 5.42031 0.120 0.941 -0.633
S -18.61207 13.69550 6.25062 5.048 2.512 0.154
O -17.93706 13.39551 4.99094 -1.757 -0.206 0.328
O -18.90409 15.13448 6.45795 -1.409 -1.954 -0.221
O -17.85142 13.14801 7.37149 -1.602 -0.815 -0.049
O -18.23961 17.04896 9.52060 0.000 -0.064 0.246
H -17.89133 16.50402 8.81493 -0.011 -0.221 -0.195
H -18.09077 17.94738 9.22580 -0.007 0.261 -0.059
O -19.40051 13.62050 9.92454 -0.687 -0.502 -0.543
H -18.50393 13.75434 10.23190 0.777 0.425 0.213
H -19.80260 13.06473 10.59213 -0.277 0.040 0.422
O -16.64647 13.77422 10.40984 -0.322 -0.169 0.334
H -16.58457 13.06003 9.77554 0.205 -0.155 -0.198
H -15.96060 14.38825 10.14758 0.189 0.257 -0.144
O -15.04431 13.53138 7.67193 0.234 0.535 0.444
H -14.51035 12.78226 7.93638 0.216 -0.231 -0.122
H -15.93663 13.18746 7.63073 -0.289 -0.149 -0.313
O -18.20245 17.30052 5.15387 0.106 0.542 -0.265
H -18.25946 16.45661 5.60198 -0.180 -0.287 0.009
H -17.32642 17.62463 5.36307 0.236 0.221 -0.067
O -20.37958 8.95359 7.27425 -0.721 -0.292 -0.345
H -20.10936 9.02905 8.18941 0.051 0.094 0.401
H -19.68457 9.39046 6.78198 0.647 0.019 -0.252
O -19.39924 10.65009 9.26554 0.337 -0.128 0.088
H -18.48743 10.37226 9.17818 0.311 -0.135 -0.017
H -19.37151 11.60107 9.16012 0.238 0.858 -0.025
O -16.86966 11.63256 2.91907 0.087 -0.274 0.031
H -16.11961 12.07986 2.52718 0.171 0.093 -0.240
H -17.27406 12.29154 3.48337 -0.326 0.304 0.030
O -23.00214 14.07063 3.32789 0.288 -0.096 -0.321
H -23.47642 13.71708 2.57536 -0.266 -0.177 -0.311
H -22.22139 14.47602 2.95063 0.267 0.271 -0.014
O -22.53006 11.17371 3.95404 0.307 -0.258 -0.112
H -22.92512 10.86866 4.77081 -0.250 -0.179 0.181
H -22.52915 12.12792 4.02961 -0.187 0.367 -0.130
O -22.00219 10.18492 9.50813 -0.651 0.063 0.277
H -21.19674 10.67347 9.33841 0.150 -0.195 0.046
H -22.25769 9.83890 8.65301 -0.108 -0.130 -0.279
O -17.90510 10.16938 5.94387 -0.496 -0.207 0.272
H -17.02935 10.53023 6.08207 0.583 -0.266 0.053
H -18.42175 10.90905 5.62422 0.304 -0.143 -0.300
O -15.34457 11.39385 5.63111 0.008 -0.169 0.499
H -14.56909 11.56571 5.09695 0.188 -0.066 -0.099
H -16.05557 11.84225 5.17325 -0.072 0.268 -0.426
O -24.40199 13.72037 5.55160 -0.453 -0.353 0.568
H -23.69948 13.80511 6.19622 0.027 0.111 0.237
H -23.96605 13.82707 4.70614 0.141 0.287 -0.165